[1]
18
Properties=species:S:1:pos:R:3:lowdin_charge:R:1 method="wB97M-V/def2-TZVPD" de_lowest_kj_mol=251.8 smiles="CCNC=O.O.O" e_tot_ha=-401.317158 homo_energy_ev=-9.37 total_charge=0
O 1.7206 0.5682 -2.4442 0.01
O -1.5274 -1.6006 -1.0969 -0.01
O -0.8134 1.8462 -1.8032 -0.11
N 0.1587 -0.6516 -0.1247 -0.01
C 0.8570 -0.3849 1.1901 -0.18
C -0.3404 -0.3057 2.2283 -0.10
C -0.9197 -1.5070 -0.0316 -0.35
H -1.1839 0.4001 1.8163 0.11
H -0.0833 0.2176 3.1208 0.05
H 1.6191 -0.9322 1.5605 0.06
H 0.5457 -0.1695 -1.0210 0.13
H -0.8492 -1.2280 2.4225 0.04
H 1.4906 0.0962 -3.2254 0.05
H 0.9876 1.0397 -2.2947 -0.08
H -0.9612 -2.1629 0.8271 0.12
H -0.7743 2.7495 -1.2927 0.11
H 1.2165 0.6388 1.1444 0.10
H -1.1428 1.3860 -0.9755 0.05

=====

[2]
175
Properties=species:S:1:pos:R:3:lowdin_charge:R:1 method="wB97M-V/def2-TZVPD" e_tot_ha=-21252.849731 homo_energy_ev=-9.02 total_charge=0
Br -2.9096 -1.2337 3.2462 0.46
Cl 2.4712 -2.6188 -8.8853 0.49
Cl 3.4705 8.1905 -1.2302 0.55
Cl -0.4395 8.0712 0.8969 0.52
Cl -10.2464 -1.0110 1.8884 0.51
Cl 7.2508 -5.3548 -1.4762 0.56
Cl -3.2602 5.9676 -4.2440 0.56
Cl -4.8908 5.4758 4.3077 0.60
Cl -5.3783 -3.6781 0.8673 0.60
Cl -3.7843 -6.4909 -3.4576 0.53
Cl 3.3282 0.9196 -10.6712 0.50
Cl -6.3845 -3.6313 -1.8702 0.54
Cl 9.5742 -2.8829 1.5936 0.50
Cl 7.1901 -5.2108 -4.3883 0.50
Cl -5.8743 -7.5843 3.7684 0.52
Cl 13.9746 -0.1688 5.5724 0.50
Cl 13.1850 -2.4930 1.2092 0.49
Cl 15.8673 -1.5724 7.2908 0.49
Cl 2.1663 -5.5172 -8.9887 0.55
Cl 0.6639 -4.2797 3.5299 0.55
Cl 2.1144 2.3061 5.3998 0.44
Cl -3.6167 7.5630 2.7212 0.53
Cl -2.2372 12.4021 1.2564 0.50
Cl -2.7791 -6.5315 -0.7212 0.58
Cl -4.8617 11.2100 1.7007 0.49
Cl 1.6748 0.2069 -8.3771 0.47
Cl -1.8852 -5.6586 3.2021 0.56
Cl -5.9501 -7.4460 0.8564 0.56
Cl 1.3648 -6.1443 -4.4063 0.52
Cl 10.4052 -5.6708 1.3774 0.52
Cl 15.0791 -3.8960 2.9263 0.52
Cl 0.2386 -3.7035 -5.5373 0.50
Cl 2.0432 6.4709 -3.1048 0.52
Cl -1.2923 7.6521 -2.8938 0.55
Cl -8.9120 1.0628 0.3315 0.56
Cl 1.4584 5.8814 1.2225 0.55
Si -0.2688 0.6010 1.8093 0.51
Si -2.3312 -1.2774 0.9949 0.19
O 4.6250 -2.6623 0.7305 -0.26
O -0.6620 -0.7242 0.7364 -0.37
O -5.7663 1.1082 3.7405 -0.26
O -3.4339 -0.1745 0.2099 -0.29
C 8.1827 -5.5501 -2.9657 -1.01
C -2.7662 7.6230 -3.8711 -0.97
C 1.0331 2.9793 -1.3176 -0.21
C 2.1263 -3.7688 -0.4478 -0.19
C 0.9754 -4.0702 -1.5539 -0.22
C -5.8140 -4.6510 -0.5431 -1.04
C 0.7412 1.1818 5.9408 -0.55
C -1.5190 5.0864 -1.2082 -0.27
C 14.6274 -1.7429 6.0423 -1.04
C 3.7390 -1.6668 0.1019 -0.20
C 1.3213 1.5667 -0.5386 -0.24
C -4.8372 0.3083 -1.9274 -0.21
C -4.9487 -7.7773 2.2753 -1.01
C -0.2681 0.9022 4.6723 -0.32
C -2.4818 -3.1136 0.4616 -0.34
C 0.4365 -0.0269 3.5186 -0.30
C -1.1251 4.1853 -2.5009 -0.24
C -6.0246 1.1618 -1.2166 -0.15
C -1.8518 4.2427 0.1399 -0.18
C -10.2068 0.7088 1.4818 -1.02
C -5.7605 2.1223 2.6871 -0.24
C 3.0680 -4.1230 -9.5962 -0.99
C -3.3902 3.6347 0.1729 -0.17
C -3.2134 -7.5078 -2.1295 -0.98
C 1.5759 -4.8579 -5.6005 -1.04
C -4.2448 2.7211 2.6088 -0.18
C -0.4857 -3.4599 -1.1958 -0.21
C -0.9496 -3.7349 0.3527 -0.27
C 9.0464 -4.5426 1.2911 -1.04
C 1.2227 7.6312 1.3068 -1.01
C -0.5897 -5.2360 4.3286 -0.98
C 2.1745 -2.1868 0.0107 -0.15
C 1.6855 0.8545 -10.0216 -1.02
C 5.3691 -2.0885 1.8509 -0.13
C -6.3566 -0.1263 3.1760 -0.13
C -0.3488 2.8022 -2.1586 -0.20
C 3.5442 6.7165 -2.2040 -1.00
C -4.1751 4.0093 1.5712 -0.22
C 1.0707 1.7665 1.0693 -0.25
C -4.0986 -0.7670 -0.9521 -0.28
C -4.8844 7.1949 3.8967 -0.98
C 13.8387 -4.0665 1.6781 -1.03
C -3.1665 11.2327 2.2018 -1.05
H -1.2535 0.4269 5.0875 0.09
H -4.7077 7.7761 4.8032 0.03
H 13.0282 -4.6860 2.0656 -0.02
H -5.6460 -0.5555 2.3522 0.06
H -5.6253 2.0600 -0.5689 0.06
H 2.9553 -4.0727 -10.6805 0.03
H 3.7675 -0.7241 0.7955 0.11
H 0.6791 0.7008 -0.9938 0.09
H -7.4248 0.1226 2.7615 0.07
H 0.7904 2.8546 1.3660 0.06
H 1.4403 7.9701 2.3210 0.03
H 4.3720 6.7997 -2.9101 0.03
H -1.4616 1.3799 2.1211 0.00
H -1.2817 -4.0087 -1.8657 0.10
H -4.0064 -8.2030 -1.8483 0.02
H 6.3198 -2.7341 2.0821 0.08
H -0.3835 4.8285 -3.1525 0.07
H -1.0545 2.1395 -1.4883 0.11
H -0.5341 1.9172 4.1508 0.09
H -0.1434 -6.1533 4.7160 0.03
H 13.8166 -2.3620 6.4296 0.03
H 1.6152 -5.3011 -6.5970 -0.07
H -2.5820 8.1557 -4.8055 0.03
H 5.7302 -1.0015 1.6764 0.10
H -4.9209 -1.5272 -0.6173 0.06
H -4.9362 -5.2072 -0.8749 -0.06
H -6.4002 -0.9031 4.0496 0.11
H 4.1219 -4.2431 -9.3399 0.03
H -6.6070 -5.3451 -0.2635 -0.03
H -1.8276 5.0199 1.0257 0.10
H 2.4371 1.2661 -0.7433 0.10
H -1.0102 -4.6542 5.1505 0.03
H -2.9658 -3.2933 -0.5743 0.06
H 1.5937 0.0064 3.5302 0.07
H -5.8525 7.4619 3.4698 0.03
H -2.5069 5.6613 -1.4927 0.07
H -1.0734 3.4304 0.4158 0.07
H -2.0097 3.9195 -3.2020 0.06
H -3.5106 1.8695 2.3053 0.07
H -3.5677 8.1152 -3.3178 0.03
H 1.9498 3.1559 -2.0173 0.10
H -4.5788 -8.8022 2.2168 0.03
H 3.7062 5.8626 -1.5440 0.03
H -0.0728 2.1804 -3.1166 0.12
H 0.0971 1.7437 6.7471 0.09
H -2.7400 10.2390 2.0554 -0.03
H 8.5472 -6.5769 -3.0240 0.03
H 1.0248 3.8407 -0.5446 0.05
H 0.8292 -5.2206 -1.7283 0.09
H 0.0939 -1.1255 3.6500 0.04
H -6.7609 0.5085 -0.5979 0.00
H -3.2897 -1.3015 -1.6188 0.13
H 1.2689 1.8630 -10.0084 0.03
H -4.1083 -7.0814 2.2862 -0.03
H -6.6341 1.6680 -2.0838 0.08
H 1.3462 -3.5746 -2.5561 0.10
H 8.3052 -4.8217 2.0419 0.03
H 14.2808 -4.5427 0.8015 0.03
H -6.5093 2.9970 2.9232 0.13
H -2.3347 -8.0639 -2.4602 0.03
H 1.0767 0.2119 -10.6598 0.03
H 2.0243 -4.4907 0.4724 0.11
H 3.1729 -3.9940 -0.9371 0.11
H 9.0270 -4.8589 -2.9491 0.03
H -4.0424 0.9975 -2.4373 0.11
H 1.5337 -1.4987 -0.6871 0.10
H 8.6022 -4.5977 0.2954 -0.08
H -3.9866 3.0792 3.6961 0.08
H -5.2791 4.3497 1.3950 0.11
H -3.1052 -3.7135 1.2517 -0.01
H 2.0848 1.4737 1.5856 0.08
H -10.0391 1.2852 2.3932 0.03
H 1.9008 8.1136 0.6015 -0.07
H -6.0121 1.7094 1.6349 0.09
H 1.1102 0.1700 6.3743 0.09
H -0.6024 -2.3263 -1.4449 0.11
H 15.0696 -2.2193 5.1660 -0.03
H 2.5092 -4.3315 -5.3935 0.03
H -3.1121 11.5061 3.2568 0.03
H -5.3046 -0.3221 -2.8032 0.11
H -3.6623 4.8565 2.1692 0.01
H 1.7090 -2.0976 1.0856 0.10
H -3.3839 2.4591 0.1375 0.09
H -0.2271 -3.2636 1.1384 0.05
H -11.1629 0.9905 1.0376 0.03
H 4.1481 -1.3342 -0.9352 0.13
H -1.0593 -4.8823 0.5827 0.05
H 4.7444 -2.0849 2.8396 0.10
H -0.7411 5.9138 -0.9388 0.03
H -4.0401 4.0047 -0.7114 0.10

=====

[3]
26
Properties=species:S:1:pos:R:3:lowdin_charge:R:1 method="wB97M-V/def2-TZVPD" de_lowest_kj_mol=391.7 e_tot_ha=-440.232576 homo_energy_ev=-13.26 total_charge=+1
N 0.0758 0.4413 -1.2728 0.12
N 0.8488 -0.8388 2.1346 0.08
N 0.7400 -2.8393 4.0298 -0.03
C 0.4551 0.1782 -0.2331 0.25
C -2.0391 0.0406 -2.2011 -0.03
C -0.7969 1.0437 -2.2690 -0.55
C 0.0104 0.8522 -3.5986 -0.05
C -1.1122 2.5557 -1.8868 -0.01
C 0.7581 -0.5094 3.3576 -0.13
C 0.9065 -1.4828 4.4702 -0.30
H -0.8684 2.7988 -0.8323 0.08
H -2.5563 0.2251 -1.2229 0.09
H -0.6534 1.1007 -4.4526 0.09
H -1.6420 -1.0187 -2.0142 0.11
H 0.9794 -3.3437 4.9272 0.12
H 0.8976 1.5824 -3.5700 0.11
H 1.9910 -1.5979 4.9252 0.17
H 0.2768 -0.2578 -3.7304 0.11
H -0.5276 3.3114 -2.5956 0.13
H -0.2704 -2.8056 3.7315 0.11
H 0.2863 -1.1759 5.3492 0.13
H 0.4776 0.4979 3.5083 0.11
H 0.9847 -1.8316 1.9893 0.09
H -2.7036 0.2704 -3.1005 0.12
H 0.5518 -0.2605 0.8439 0.01
H -2.2218 2.6029 -1.9160 0.08

=====

no.,Kohn-Sham gap (hartree)
1,0.3602
2,0.3416
3,0.3718